DFT (wB97M-V/def2-TZVPD) results for C54H64NO4W as an isolated structure.

XYZ file:
```
124
Properties=species:S:1:pos:R:3:forces:R:3
W -0.7946 0.3136 -0.7924 0.12 -0.56 -0.37
C -3.1180 -1.9015 -1.6528 -0.09 -0.11 0.06
O -2.0402 -1.3905 -0.8010 0.03 0.10 -0.12
C -0.9641 -2.1973 -0.3918 0.12 0.17 0.10
C 0.0252 -2.6692 -1.2925 -0.03 0.01 -0.01
C 0.0865 -2.3197 -2.7715 0.00 0.02 -0.01
C 0.7679 -0.9994 -3.0684 -0.04 0.03 0.01
C 2.0954 -0.8863 -3.4211 0.05 0.01 -0.01
C 2.6832 0.3553 -3.7288 -0.02 -0.01 0.00
C 1.8939 1.5180 -3.6504 0.09 0.00 -0.01
C 0.5671 1.4590 -3.2928 -0.05 0.00 -0.02
C -0.3113 2.6759 -3.0907 -0.05 0.00 -0.04
C -0.3065 3.0810 -1.6262 -0.06 -0.03 0.09
C 0.7288 3.8703 -1.1634 0.04 0.03 0.04
C 0.8570 4.2338 0.1795 0.01 0.03 0.01
C -0.1491 3.8328 1.0913 0.05 0.03 0.00
C -1.2208 3.0709 0.7125 0.02 0.00 -0.03
C -2.3647 2.8182 1.6758 -0.08 -0.09 -0.07
C -3.0630 1.4673 1.8047 0.06 0.16 0.04
C -4.3615 1.4243 2.3012 -0.08 -0.06 0.04
C -5.0037 0.2187 2.5848 0.06 0.01 -0.02
C -4.2863 -0.9663 2.3882 -0.07 0.03 0.03
C -2.9883 -0.9814 1.8992 0.10 -0.17 -0.01
C -2.2272 -2.3022 1.8614 -0.02 0.04 -0.03
C -1.0350 -2.5913 0.9604 -0.03 -0.03 0.03
C -0.0575 -3.4476 1.4104 0.06 -0.04 -0.02
C 0.9112 -4.0021 0.5514 -0.05 -0.01 0.09
C 0.9565 -3.5481 -0.7718 0.02 -0.01 -0.01
C 1.7366 -5.2010 0.9949 -0.02 -0.04 -0.03
C 1.7504 -5.3757 2.5157 0.02 -0.02 0.00
C 3.1830 -5.1692 0.4890 0.03 0.00 0.01
C 1.0186 -6.4202 0.3655 -0.01 0.05 0.01
C -2.4377 0.2521 1.5991 0.08 0.03 0.02
O -1.1903 0.2838 0.9786 -0.12 0.05 0.10
C -6.4312 0.1548 3.1203 0.00 -0.02 0.01
C -6.4153 -0.5215 4.5007 0.00 0.02 -0.01
C -7.0538 1.5434 3.2638 -0.01 -0.02 0.01
C -7.2895 -0.6714 2.1501 0.01 0.01 0.00
C -1.2342 2.6247 -0.6414 0.10 0.13 -0.03
O -2.2605 1.7274 -0.9549 -0.20 0.20 0.09
C -3.5332 2.0680 -1.6065 -0.04 0.06 -0.07
C 2.0282 5.0508 0.6866 0.01 -0.02 0.01
C 3.0214 5.4014 -0.4212 -0.02 -0.01 0.00
C 2.7524 4.2167 1.7616 -0.01 0.00 -0.01
C 1.4909 6.3536 1.3093 -0.01 0.00 -0.01
C 0.0216 0.1960 -3.0032 0.02 -0.01 0.24
O -1.2967 0.1367 -2.6246 0.00 0.05 -0.06
C 4.1421 0.4014 -4.1544 -0.01 0.02 0.00
C 4.2890 -0.4283 -5.4438 0.00 0.00 0.00
C 4.6253 1.8266 -4.4271 -0.02 -0.02 0.00
C 5.0089 -0.2101 -3.0412 0.01 -0.01 0.00
H -3.1002 -2.9860 -1.5810 0.02 0.00 0.00
H -4.0430 -1.5123 -1.2348 0.01 0.02 0.01
H -2.9640 -1.5691 -2.6740 0.02 0.03 -0.01
H 0.6402 -3.1118 -3.2723 0.00 -0.01 0.00
H -0.9114 -2.3129 -3.2099 -0.01 0.01 -0.01
H 2.6947 -1.7859 -3.4910 0.00 0.01 0.00
H 2.3365 2.4778 -3.8798 0.01 -0.01 -0.01
H 0.0814 3.5104 -3.6692 0.00 0.01 0.00
H -1.3174 2.4679 -3.4506 0.00 0.00 -0.02
H 1.4678 4.2083 -1.8762 0.01 0.00 0.00
H -0.0836 4.1616 2.1204 0.00 0.00 -0.01
H -2.0021 3.0945 2.6681 0.00 0.00 0.01
H -3.1332 3.5626 1.4413 0.00 0.01 0.00
H -4.8751 2.3586 2.4880 0.01 0.00 -0.01
H -4.7521 -1.9115 2.6419 0.01 0.00 0.00
H -1.8958 -2.5082 2.8818 0.00 0.01 0.01
H -2.9614 -3.0856 1.6460 0.00 0.00 0.00
H -0.0963 -3.7766 2.4398 0.01 0.00 -0.01
H 1.7006 -3.9553 -1.4435 0.00 0.00 0.00
H 2.1031 -4.4820 3.0342 0.00 0.00 -0.01
H 0.7708 -5.6535 2.9080 0.01 0.01 0.01
H 2.4344 -6.1845 2.7703 -0.01 0.00 0.01
H 3.7775 -4.4349 1.0287 0.00 0.01 0.00
H 3.6360 -6.1429 0.6746 -0.01 0.01 0.00
H 3.2682 -4.9801 -0.5817 -0.01 0.00 0.00
H -0.0249 -6.4722 0.6822 0.00 -0.01 -0.01
H 1.0526 -6.3890 -0.7248 0.00 -0.01 0.00
H 1.5178 -7.3310 0.6959 0.00 0.00 0.00
H -5.8050 0.0438 5.2070 0.00 -0.01 0.00
H -7.4306 -0.5685 4.8947 0.01 0.00 0.00
H -6.0329 -1.5421 4.4555 0.00 0.00 0.00
H -6.5104 2.1641 3.9791 0.00 0.00 -0.01
H -7.1124 2.0685 2.3073 0.00 0.00 0.01
H -8.0718 1.4394 3.6375 0.00 0.01 0.00
H -6.9239 -1.6942 2.0455 0.00 0.01 0.00
H -8.3124 -0.7274 2.5225 0.00 0.00 0.00
H -7.3182 -0.2092 1.1605 -0.01 -0.01 0.00
H -4.1243 2.6210 -0.8819 0.01 -0.01 0.02
H -3.3267 2.6562 -2.4953 0.01 -0.01 0.00
H -4.0057 1.1248 -1.8570 0.02 -0.02 0.00
H 3.4553 4.5086 -0.8794 0.00 0.01 0.00
H 2.5691 6.0211 -1.1981 0.01 0.00 0.00
H 3.8421 5.9741 0.0081 0.00 0.00 0.00
H 3.1326 3.2798 1.3455 0.00 0.00 0.01
H 3.6026 4.7846 2.1389 0.00 0.00 0.00
H 2.1091 3.9865 2.6121 0.01 0.00 0.00
H 0.9592 6.9546 0.5703 0.00 0.00 0.01
H 0.8251 6.1722 2.1534 0.01 0.00 0.00
H 2.3324 6.9397 1.6778 0.00 0.00 0.00
H 3.6753 -0.0211 -6.2487 0.01 0.00 0.01
H 5.3296 -0.4011 -5.7669 -0.01 0.00 0.00
H 4.0164 -1.4744 -5.2978 0.01 0.01 0.00
H 4.0738 2.2962 -5.2438 0.01 0.01 0.01
H 4.5602 2.4594 -3.5382 0.00 0.00 -0.01
H 5.6724 1.7958 -4.7245 0.00 0.00 0.00
H 4.7573 -1.2543 -2.8441 0.00 0.01 0.00
H 6.0541 -0.1834 -3.3489 0.00 0.00 0.01
H 4.9218 0.3570 -2.1110 0.00 0.00 -0.01
C 1.2518 0.7384 -0.2121 -0.03 -0.10 0.00
C 1.9303 -0.2500 0.6838 -0.05 -0.05 -0.01
C 1.6566 -0.3133 2.0519 -0.06 0.06 -0.03
C 2.4186 -1.1091 2.8865 0.00 -0.02 0.08
C 3.4797 -1.8459 2.3633 0.01 -0.07 -0.04
C 3.7635 -1.7899 1.0013 0.00 0.00 0.00
C 2.9765 -1.0156 0.1691 0.02 0.04 0.00
C 4.2757 -2.6912 3.2125 0.06 0.12 -0.02
N 4.9239 -3.3842 3.8595 -0.07 -0.04 0.00
H 1.8559 0.9098 -1.1025 0.00 0.02 -0.03
H 1.1252 1.6929 0.3137 -0.04 0.00 0.01
H 0.8637 0.2930 2.4728 0.00 -0.01 0.02
H 2.2159 -1.1459 3.9488 0.00 0.01 -0.01
H 4.6061 -2.3384 0.6028 0.00 0.00 0.01
H 3.2143 -0.9548 -0.8858 0.01 -0.01 0.00
```
Positions in Å, forces in eV/Å.

Computed properties:
HOMO level ... -16.11 eV
Orbital gap ... 0.2139 Ha
Calculated total energy ... -68517.0884 eV
Total charge ... +3
Energy above the lowest of the compared OMol25 structures with the same formula, charge and spin ... 0.000 eV
Lowest unoccupied orbital energy ... -10.29 eV